Formula: C4H12N2O
Source: the Open Molecules 2025 dataset
Level of theory: wB97M-V/def2-TZVPD

Positions of all 19 atoms, in Å:
1 N -0.40739 -0.36041 -2.44259
2 C 0.72865 -0.87510 -1.63618
3 C 0.30103 -1.67102 -0.43109
4 N -0.18572 -0.87855 0.74827
5 C 0.15397 0.52059 0.79190
6 C -0.51364 1.16748 2.00405
7 O -0.66281 2.56526 1.75171
8 H -0.77866 0.52347 -2.12116
9 H -0.07100 -0.22184 -3.38750
10 H 1.22450 -1.55515 -2.31780
11 H 1.44201 -0.09492 -1.37459
12 H 1.20317 -2.17751 -0.05916
13 H -0.46895 -2.39248 -0.64871
14 H -1.18930 -1.00752 0.77632
15 H -0.18520 1.07677 -0.09257
16 H 1.23136 0.61933 0.86920
17 H 0.13777 1.02901 2.86926
18 H -1.49864 0.71503 2.12697
19 H -0.46116 3.01757 2.57367

Force components x, y, z for each atom (eV/Å):
N 0.317 -0.268 0.122
C -1.023 0.181 -0.948
C 0.917 0.923 1.696
N -0.388 -0.911 -0.725
C -0.470 0.140 0.036
C 0.521 0.191 -0.570
O 0.112 -0.054 0.148
H 0.112 0.028 0.145
H -0.212 0.131 0.004
H 0.371 -0.250 0.018
H 0.141 0.021 0.167
H -0.159 -0.257 -0.275
H -0.090 -0.305 -0.337
H -0.016 0.323 0.122
H 0.114 0.140 0.002
H 0.247 0.136 -0.065
H -0.381 -0.276 0.183
H -0.017 -0.071 0.349
H -0.096 0.179 -0.073

The SMILES is NCCNCCO. As for the total charge: 0. The energy above the lowest of the compared OMol25 structures with the same formula, charge and spin is 40.7 kcal per mole. The calculation puts the total energy at -9369.4281 eV. The value obtained for the gap between HOMO and LUMO is 9.671 eV.